Record 1
This record from OMol25 describes 2 unconnected molecules or ions with the total composition C2H10OSi3 in a non-equilibrium geometry. The level of theory is ωB97M-V/def2-TZVPD.

ORCA input file:
```
! wB97M-V def2-TZVPD RIJCOSX def2/J DEFGRID3
* xyz 0 3
C -2.50 -0.16 0.28
C -1.96 -1.07 -0.63
O 0.49 -2.09 -1.93
Si 1.65 1.39 1.42
Si 1.02 0.94 -0.66
Si -0.17 -1.08 -0.80
H -3.53 0.11 0.34
H -1.86 0.45 0.94
H -2.61 -1.61 -1.32
H 1.24 -2.47 -1.56
H 3.21 1.81 1.46
H 0.67 2.35 1.99
H 1.18 0.20 2.02
H 0.06 2.06 -1.20
H 2.23 0.85 -1.49
H 0.89 -1.69 1.15
*
```

**Relative energy (zero: lowest compared OMol25 entry of this formula, charge and spin)**: 1.181 eV
**DFT total energy**: -27910.164 eV
**LUMO energy (spin up / spin down)**: 0.49 / -2.47 eV



Record 2
This record from OMol25 describes 3 unconnected molecules or ions with the total composition C17H32BClF3N6O4 in a non-equilibrium geometry. The level of theory is ωB97M-V/def2-TZVPD.

ORCA input file:
```
! wB97M-V def2-TZVPD RIJCOSX def2/J DEFGRID3
* xyz 1 1
C 6.14 0.98 0.88
C 4.66 1.05 1.26
N 3.81 1.07 0.00
B 3.87 -0.30 -0.64
O 3.63 -1.47 0.02
O 4.18 -0.38 -1.96
C 2.55 1.58 0.18
N 1.40 0.85 0.24
C 0.62 0.72 -1.01
C -0.73 0.08 -0.75
O -0.95 -1.00 -1.27
N -1.65 0.80 0.03
C -2.94 0.95 -0.62
C -1.76 0.21 1.39
N 2.45 2.89 0.26
Cl 0.94 3.60 0.56
C 3.57 3.82 0.07
O 3.40 4.87 0.99
C 3.70 6.11 0.48
F 3.71 6.97 1.51
F 2.77 6.50 -0.41
F 4.90 6.10 -0.12
H 6.71 1.69 1.47
H 6.28 1.26 -0.15
H 6.54 0.00 1.08
H 4.50 1.98 1.79
H 4.38 0.24 1.92
H 3.24 -1.38 0.89
H 4.87 -1.03 -2.08
H 1.53 -0.03 0.72
H 1.16 0.16 -1.77
H 0.46 1.72 -1.41
H -3.67 1.18 0.15
H -2.94 1.77 -1.32
H -3.28 0.04 -1.12
H -1.98 1.01 2.09
H -2.53 -0.54 1.41
H -0.82 -0.27 1.65
H 3.53 4.19 -0.95
H 4.52 3.34 0.21
C 1.09 -5.74 -3.52
C -0.10 -4.78 -3.53
C -0.04 -3.74 -2.41
C -0.12 -4.34 -1.08
N -0.18 -4.81 -0.03
H 1.12 -6.33 -2.60
H 1.03 -6.44 -4.36
H 2.03 -5.20 -3.61
H -1.02 -5.35 -3.46
H -0.12 -4.25 -4.49
H -0.85 -3.03 -2.52
H 0.89 -3.17 -2.48
C -7.67 0.66 1.57
C -7.66 -0.80 2.02
C -6.84 -1.03 3.29
C -5.42 -0.74 3.09
N -4.30 -0.50 2.94
H -6.67 1.00 1.31
H -8.30 0.78 0.68
H -8.06 1.31 2.35
H -7.27 -1.43 1.21
H -8.68 -1.12 2.21
H -6.93 -2.06 3.61
H -7.22 -0.40 4.10
*
```

**DFT total energy**: -56624.503 eV
**LUMO energy**: -3.78 eV



Record 3
This record from OMol25 describes 2 unconnected molecules or ions with the total composition C11H17OP in a non-equilibrium geometry. The level of theory is ωB97M-V/def2-TZVPD.

ORCA input file:
```
! wB97M-V def2-TZVPD RIJCOSX def2/J DEFGRID3
* xyz 0 1
C 1.51 0.07 -1.34
C 1.45 -1.38 0.56
C 2.83 0.31 -1.08
C 2.68 -0.92 0.97
C 0.72 -0.70 -0.49
C 3.40 -0.07 0.11
C -1.49 2.43 -0.44
C -0.56 1.35 1.61
C -3.23 -1.74 -0.53
C -0.67 -0.87 -0.72
C -1.76 1.42 0.70
O 4.79 0.10 0.19
P -1.68 -1.83 0.40
H 1.21 0.44 -2.24
H 0.95 -2.21 1.10
H 3.30 0.78 -1.96
H 3.34 -1.26 1.69
H -2.29 2.24 -1.17
H -1.72 3.37 0.05
H -0.54 2.42 -0.92
H -0.85 2.00 2.45
H -0.46 0.22 1.88
H 0.27 1.92 1.02
H -3.99 -2.48 -0.47
H -3.22 -1.69 -1.69
H -3.91 -0.95 -0.32
H -1.32 -0.28 -1.43
H -2.63 1.06 1.19
H 5.11 -0.48 0.94
H -1.25 -3.27 -0.08
*
```

**Relative energy (zero: lowest compared OMol25 entry of this formula, charge and spin)**: 4.304 eV
**DFT total energy**: -23013.431 eV
**LUMO energy (spin up / spin down)**: -0.43 / 0.76 eV



Record 4
This record from OMol25 describes C23H27N3O3S in the gas phase in a non-equilibrium geometry. The level of theory is ωB97M-V/def2-TZVPD.

ORCA input file:
```
! wB97M-V def2-TZVPD RIJCOSX def2/J DEFGRID3
* xyz 0 1
C 0.43 3.21 0.95
C 1.06 3.48 -0.42
N 0.71 2.44 -1.35
C 1.32 1.23 -1.58
C 2.61 0.81 -0.98
O 2.39 0.56 0.40
C 3.44 0.15 1.16
C 4.73 0.05 0.73
C 5.75 -0.35 1.61
C 5.48 -0.64 2.91
C 4.15 -0.57 3.39
C 3.82 -0.88 4.73
C 2.53 -0.82 5.17
C 1.50 -0.45 4.29
C 1.79 -0.14 2.99
C 3.11 -0.18 2.51
N 0.61 0.53 -2.42
N -0.47 1.24 -2.76
C -0.41 2.38 -2.11
S -1.61 3.64 -2.17
C -2.99 2.58 -2.68
C -3.07 1.40 -1.72
O -2.75 1.45 -0.56
O -3.56 0.34 -2.34
C -3.63 -0.89 -1.61
C -2.28 -1.60 -1.65
C -2.37 -2.94 -0.95
C -3.45 -3.81 -1.58
C -4.80 -3.10 -1.53
C -4.72 -1.75 -2.24
H 0.62 4.05 1.61
H 0.84 2.31 1.38
H -0.65 3.10 0.84
H 0.70 4.43 -0.83
H 2.15 3.52 -0.33
H 2.94 -0.10 -1.49
H 3.36 1.60 -1.11
H 5.00 0.27 -0.30
H 6.76 -0.41 1.24
H 6.26 -0.93 3.59
H 4.62 -1.17 5.40
H 2.29 -1.06 6.19
H 0.48 -0.42 4.64
H 1.00 0.13 2.30
H -3.89 3.19 -2.61
H -2.83 2.23 -3.70
H -3.89 -0.65 -0.57
H -1.99 -1.73 -2.70
H -1.52 -0.97 -1.18
H -1.40 -3.45 -1.01
H -2.60 -2.79 0.11
H -3.52 -4.77 -1.06
H -3.19 -4.02 -2.62
H -5.57 -3.71 -2.01
H -5.09 -2.94 -0.49
H -5.68 -1.23 -2.19
H -4.47 -1.89 -3.29
*
```

**Structure (SMILES)**: CCn1c(COc2cccc3ccccc23)nnc1SCC(=O)OC1CCCCC1
**Relative energy (zero: lowest compared OMol25 entry of this formula, charge and spin)**: 1.144 eV
**DFT total energy**: -45738.090 eV
**LUMO energy**: 0.65 eV



Record 5
This record from OMol25 describes 8 unconnected molecules or ions with the total composition C8H32N16O8 in a non-equilibrium geometry. The level of theory is ωB97M-V/def2-TZVPD.

ORCA input file:
```
! wB97M-V def2-TZVPD RIJCOSX def2/J DEFGRID3
* xyz 0 1
N 0.17 -0.13 0.33
C -0.73 0.59 -0.18
N -1.91 0.19 0.17
O -0.54 1.53 -0.93
H 0.05 -1.01 0.81
H 1.07 0.12 -0.07
H -2.00 -0.76 0.50
H -2.75 0.74 0.04
N -4.50 4.42 -4.98
C -5.63 3.76 -5.07
N -5.48 2.53 -5.39
O -6.69 4.34 -5.09
H -4.65 5.42 -4.99
H -3.68 3.96 -4.61
H -6.25 1.88 -5.49
H -4.57 2.16 -5.60
N 4.88 1.73 -2.16
C 5.11 0.49 -2.36
N 4.59 -0.13 -3.39
O 5.87 -0.22 -1.72
H 5.00 2.09 -1.23
H 4.14 2.25 -2.62
H 4.72 -1.12 -3.50
H 3.71 0.12 -3.80
N -4.88 8.89 1.11
C -3.64 8.64 0.98
N -3.47 7.37 1.07
O -2.79 9.41 0.71
H -5.08 9.86 0.89
H -5.45 8.15 1.48
H -4.28 6.78 0.97
H -2.60 7.08 0.64
N 6.18 -6.47 5.00
C 6.47 -5.16 5.04
N 5.46 -4.39 4.78
O 7.63 -4.63 5.10
H 5.19 -6.67 5.03
H 6.82 -7.22 5.22
H 4.48 -4.58 4.63
H 5.81 -3.45 4.68
N -0.55 -0.55 -6.87
C 0.07 -1.00 -7.93
N -0.32 -2.16 -8.36
O 0.83 -0.34 -8.60
H -1.27 -1.14 -6.49
H -0.47 0.44 -6.67
H 0.33 -2.57 -9.02
H -1.24 -2.48 -8.12
N 1.25 -0.45 7.18
C 0.75 0.73 7.09
N 0.15 0.86 5.89
O 0.84 1.63 7.92
H 1.63 -0.79 8.05
H 1.06 -1.07 6.41
H -0.35 0.10 5.46
H -0.21 1.79 5.69
N -1.77 -6.25 3.52
C -0.76 -6.02 2.79
N -0.47 -7.09 2.08
O -0.11 -4.99 2.97
H -2.01 -5.57 4.23
H -2.53 -6.73 3.06
H -0.91 -7.98 2.27
H 0.31 -6.94 1.45
*
```

**Structure (SMILES)**: NC(N)=O.NC(N)=O.NC(N)=O.NC(N)=O.NC(N)=O.NC(N)=O.NC(N)=O.NC(N)=O
**Relative energy (zero: lowest compared OMol25 entry of this formula, charge and spin)**: 7.525 eV
**DFT total energy**: -49039.053 eV
**LUMO energy**: -0.35 eV



Record 6
This record from OMol25 describes a molecular structure, C12H4Cl2O9V in a non-equilibrium geometry. The level of theory is ωB97M-V/def2-TZVPD.

ORCA input file:
```
! wB97M-V def2-TZVPD RIJCOSX def2/J DEFGRID3
* xyz -4 2
O 1.00 11.34 -8.06
V -0.06 12.22 -8.86
C -0.95 16.13 -10.56
C -0.42 15.01 -9.91
C 0.89 15.15 -9.08
O 1.30 14.11 -8.55
C 1.41 16.49 -8.92
C 0.86 17.58 -9.58
C -0.42 17.42 -10.38
O -1.00 18.37 -10.95
O 1.38 18.73 -9.37
O -0.85 13.83 -9.93
H -1.79 15.99 -11.23
H 2.38 16.46 -8.44
C -0.45 13.00 -4.62
C -0.97 12.83 -3.33
C -2.48 12.79 -3.10
O -2.97 12.51 -1.96
C -3.34 12.99 -4.19
C -2.83 13.05 -5.54
C -1.27 12.94 -5.77
O -0.86 12.73 -6.93
O -3.55 13.30 -6.51
O -0.15 12.81 -2.36
H 0.62 12.92 -4.81
H -4.41 12.86 -4.09
Cl 0.98 11.67 -11.14
Cl -1.93 10.46 -9.10
*
```

**DFT total energy**: -81665.578 eV
**LUMO energy (spin up / spin down)**: 9.05 / 9.05 eV



Record 7
This record from OMol25 describes a molecular structure, C20H16LaN4O5 in a non-equilibrium geometry. The level of theory is ωB97M-V/def2-TZVPD.

ORCA input file:
```
! wB97M-V def2-TZVPD RIJCOSX def2/J DEFGRID3
* xyz 1 1
La -0.02 1.67 -2.71
O 1.39 5.23 -4.62
C 1.17 4.10 -4.29
O 0.38 3.67 -3.28
C 1.84 2.93 -4.98
C 2.90 3.02 -5.84
C 3.48 1.83 -6.28
C 3.02 0.59 -5.84
C 1.96 0.58 -4.96
N 1.39 1.73 -4.58
C 1.44 -0.65 -4.25
O 1.71 -1.75 -4.62
O 0.70 -0.29 -3.17
H 3.27 4.00 -6.14
H 4.33 1.87 -6.95
H 3.48 -0.34 -6.14
C -4.07 -3.77 2.66
C -2.84 -3.00 3.09
C -1.71 -2.93 2.28
C -0.56 -2.24 2.67
C -0.54 -1.58 3.89
N 0.60 -0.86 4.38
C 1.68 -0.33 3.73
O 2.73 -0.09 4.27
N 1.51 -0.07 2.35
C 0.44 0.56 1.73
C -0.72 0.97 2.39
C -1.73 1.59 1.68
C -1.59 1.80 0.33
N -0.49 1.41 -0.31
C 0.48 0.81 0.37
C -1.66 -1.63 4.71
C -2.79 -2.34 4.31
H -3.88 -4.37 1.78
H -4.90 -3.09 2.43
H -4.41 -4.43 3.46
H -1.71 -3.45 1.33
H 0.32 -2.25 2.03
H 0.74 -0.88 5.37
H 2.40 -0.05 1.88
H -0.82 0.82 3.46
H -2.63 1.91 2.19
H -2.36 2.29 -0.24
H 1.36 0.49 -0.19
H -1.65 -1.12 5.67
H -3.65 -2.37 4.97
*
```

**Relative energy (zero: lowest compared OMol25 entry of this formula, charge and spin)**: 0.000 eV
**DFT total energy**: -38055.069 eV
**LUMO energy**: -3.99 eV



Record 8
This record from OMol25 describes 2 unconnected molecules or ions with the total composition C5H4O2. The level of theory is ωB97M-V/def2-TZVPD.

ORCA input file:
```
! wB97M-V def2-TZVPD RIJCOSX def2/J DEFGRID3
* xyz 0 1
O 2.11 -0.89 0.15
C 0.99 -0.48 0.06
C 0.37 0.80 -0.04
C -0.84 1.00 -0.12
C -1.92 0.09 -0.14
C -1.38 -1.16 -0.04
O -0.08 -1.45 0.06
H -2.98 0.28 -0.21
H -1.98 -2.07 -0.02
H 3.03 1.53 0.25
H 2.89 2.25 0.13
*
```

**Structure (SMILES)**: O=c1c#ccco1.[H][H]
**Relative energy (zero: lowest compared OMol25 entry of this formula, charge and spin)**: 4.313 eV
**DFT total energy**: -9339.869 eV
**LUMO energy**: -0.61 eV



Record 9
This record from OMol25 describes C9H19ClN3O5P in the gas phase in a non-equilibrium geometry. The level of theory is ωB97M-V/def2-TZVPD.

ORCA input file:
```
! wB97M-V def2-TZVPD RIJCOSX def2/J DEFGRID3
* xyz 0 1
C 3.09 0.56 -1.62
C 2.23 -0.67 -1.81
O 2.15 -1.42 -0.61
P 0.76 -1.77 0.10
O -0.42 -1.73 -0.77
O 1.09 -3.24 0.67
C 1.12 -4.30 -0.29
C 1.26 -5.62 0.46
C 0.61 -0.99 1.78
C 1.92 -0.36 2.25
N -0.48 -0.05 1.73
C -0.53 0.73 0.64
O 0.38 0.85 -0.14
N -1.75 1.45 0.43
C -1.85 2.22 -0.79
C -1.38 3.66 -0.55
Cl -1.56 4.60 -2.05
N -2.84 1.47 1.17
O -2.86 0.86 2.24
H 2.60 1.24 -0.93
H 3.24 1.06 -2.57
H 4.06 0.28 -1.21
H 1.22 -0.40 -2.13
H 2.67 -1.33 -2.57
H 1.96 -4.15 -0.97
H 0.19 -4.28 -0.87
H 2.18 -5.62 1.03
H 0.43 -5.76 1.14
H 1.29 -6.44 -0.25
H 0.33 -1.80 2.45
H 2.20 0.44 1.58
H 1.81 0.03 3.26
H 2.69 -1.12 2.23
H -1.31 -0.14 2.32
H -1.22 1.74 -1.54
H -2.89 2.22 -1.11
H -1.99 4.14 0.22
H -0.33 3.69 -0.27
*
```

**Structure (SMILES)**: CCOP(=O)(OCC)[C@@H](C)NC(=O)N(CCCl)N=O
**Relative energy (zero: lowest compared OMol25 entry of this formula, charge and spin)**: 0.000 eV
**DFT total energy**: -46161.423 eV
**LUMO energy**: 0.00 eV



Record 10
This record from OMol25 describes a molecular structure, C3H7NOS in a non-equilibrium geometry. The level of theory is ωB97M-V/def2-TZVPD.

ORCA input file:
```
! wB97M-V def2-TZVPD RIJCOSX def2/J DEFGRID3
* xyz 0 1
C -1.01 1.07 0.15
C -1.05 -1.12 0.34
C 1.17 -0.02 0.30
N -0.19 -0.11 -0.27
O -3.40 -0.04 -0.71
S -2.56 0.05 0.46
H -0.45 1.75 1.20
H -1.13 1.84 -0.50
H -1.58 -1.92 -0.30
H -0.63 -1.42 1.31
H 1.18 -0.78 1.11
H 2.00 -0.31 -0.42
H 1.47 1.02 0.67
*
```

**Relative energy (zero: lowest compared OMol25 entry of this formula, charge and spin)**: 4.314 eV
**DFT total energy**: -17593.616 eV
**LUMO energy**: 0.83 eV



Record 11
This record from OMol25 describes a molecular structure, C32H34CaN5PS3. The level of theory is ωB97M-V/def2-TZVPD.

ORCA input file:
```
! wB97M-V def2-TZVPD RIJCOSX def2/J DEFGRID3
* xyz -2 1
Ca -0.54 1.06 1.01
C 4.85 2.63 4.49
C 4.09 1.32 4.66
N 2.66 1.50 4.68
C 1.89 1.48 3.52
S 0.21 1.29 3.77
N 2.58 1.72 2.43
N 1.86 1.68 1.27
C 2.46 2.16 0.24
C 3.77 2.91 0.31
C 1.82 2.02 -1.11
C 2.52 2.40 -2.27
C 1.88 2.30 -3.49
C 0.57 1.84 -3.54
C -0.03 1.45 -2.35
N 0.59 1.52 -1.19
H 5.93 2.45 4.51
H 4.60 3.33 5.29
H 4.60 3.09 3.54
H 4.38 0.85 5.60
H 4.37 0.63 3.85
H 2.16 1.17 5.48
H 3.90 3.28 1.32
H 3.78 3.74 -0.39
H 4.62 2.26 0.09
H 3.53 2.77 -2.21
H 2.40 2.60 -4.40
H 0.02 1.76 -4.47
H -1.05 1.09 -2.32
C -4.81 3.93 0.66
C -3.37 3.46 0.59
S -3.24 1.68 0.49
C -2.34 4.33 0.61
C -2.58 5.82 0.69
S -0.62 3.93 0.55
H -5.48 3.08 0.69
H -5.09 4.55 -0.21
H -5.01 4.54 1.55
H -3.63 6.11 0.62
H -2.03 6.33 -0.10
H -2.18 6.21 1.63
N -0.24 -1.29 0.87
P -0.71 -2.29 -0.18
C 0.05 -2.13 -1.85
C 1.37 -1.68 -1.88
C 2.05 -1.57 -3.08
C 1.42 -1.89 -4.27
C 0.11 -2.34 -4.26
C -0.57 -2.47 -3.05
C -2.50 -2.44 -0.57
C -3.11 -1.35 -1.19
C -4.48 -1.31 -1.38
C -5.26 -2.38 -0.98
C -4.67 -3.47 -0.36
C -3.30 -3.49 -0.15
C -0.24 -4.04 0.23
C 0.39 -4.20 1.46
C 0.82 -5.45 1.87
C 0.62 -6.56 1.05
C 0.00 -6.40 -0.18
C -0.43 -5.15 -0.59
H 1.83 -1.39 -0.94
H 3.07 -1.19 -3.08
H 1.95 -1.79 -5.21
H -0.40 -2.59 -5.18
H -1.60 -2.81 -3.05
H -2.53 -0.47 -1.46
H -4.92 -0.42 -1.80
H -6.34 -2.35 -1.12
H -5.28 -4.30 -0.01
H -2.86 -4.34 0.37
H 0.52 -3.31 2.07
H 1.31 -5.56 2.83
H 0.96 -7.54 1.37
H -0.15 -7.26 -0.83
H -0.91 -5.03 -1.55
*
```

**Relative energy (zero: lowest compared OMol25 entry of this formula, charge and spin)**: 0.516 eV
**DFT total energy**: -101423.509 eV
**LUMO energy**: 4.34 eV



Record 12
This record from OMol25 describes C4H5NO2 in the gas phase. The level of theory is ωB97M-V/def2-TZVPD.

ORCA input file:
```
! wB97M-V def2-TZVPD RIJCOSX def2/J DEFGRID3
* xyz 0 1
C -1.39 1.67 -0.11
O -0.28 1.04 -0.76
C 0.26 0.01 -0.10
C 1.03 -1.01 -0.72
C 1.33 -1.82 0.32
O 0.80 -1.35 1.45
N 0.11 -0.18 1.19
H -2.19 0.95 0.03
H -1.10 2.09 0.86
H -1.71 2.47 -0.79
H 1.28 -1.11 -1.77
H 1.87 -2.75 0.40
*
```

**Structure (SMILES)**: COc1ccon1
**Relative energy (zero: lowest compared OMol25 entry of this formula, charge and spin)**: 2.227 eV
**DFT total energy**: -9812.088 eV
**LUMO energy**: 1.01 eV